1.
Computed, not measured: C34H43BMoN7O3STe as an isolated structure, with ωB97M-V with the def2-TZVPD basis set.

## Properties
Charge = +1
Energy relative to the best compared isomer or geometry (same formula, charge and spin) = 65.7 kcal per mole
⟨S²⟩ = 2.02
Highest occupied orbital energy (spin up / spin down) = -9.8 / -9.6 eV
Kohn-Sham gap (spin up / spin down) = 6.207 / 5.987 eV
Spin multiplicity = 3

Geometry as XYZ:
```
91
Properties=species:S:1:pos:R:3:mulliken_spin:R:1
H -0.97797 1.76043 -3.00381 0.021
H 4.57966 -2.02916 4.77727 0.000
C 4.62040 0.17331 -4.52225 0.000
H -1.61252 -0.36440 5.68895 0.000
C 2.92733 0.35948 -2.89745 0.003
C -1.19093 -0.16978 -5.87787 0.001
C -3.87461 1.51947 -0.03626 0.036
H 4.53770 -1.57842 -5.74923 0.000
H 1.36425 2.57555 3.17694 0.000
H 2.89174 -3.08642 1.75144 -0.002
C -5.09470 -0.32219 0.06909 0.010
N -1.85339 -2.00608 0.68945 0.033
C 2.49140 -0.45150 2.64486 -0.002
H -1.91364 -0.82419 -6.36163 0.000
C -1.81233 2.97501 -0.15451 0.116
H -0.60412 1.51571 2.59496 -0.023
B -3.08212 -1.99687 -0.37398 -0.096
N -3.07132 0.47851 -0.20086 -0.105
H -2.34687 -2.52172 -4.98254 0.001
O 1.60365 2.34913 -1.68214 -0.007
H -0.90851 2.29854 -4.67501 -0.001
C -0.77656 -0.35759 3.69682 -0.016
C -0.76008 1.43838 -4.02096 -0.037
H 2.80539 2.81292 2.20119 0.000
C 2.66422 0.87281 3.07944 0.004
H -1.04034 0.69126 -6.52879 0.000
H 4.71559 -0.12376 6.86517 0.000
H -3.78307 -2.95128 -0.20283 0.001
C 3.14001 -2.95535 2.80427 0.002
C -0.33226 -2.51144 2.22318 -0.053
H -2.72258 -0.95806 4.44721 0.000
Te 1.33019 -0.87740 0.95034 0.045
H -2.65780 0.72060 -4.60970 0.001
C 3.51987 1.10048 4.15331 0.001
C 1.13235 -1.17929 -2.51635 -0.014
C 2.93819 -1.56214 -4.32326 0.000
H 4.47057 1.84259 -3.15252 0.000
N -3.81154 -0.65649 -0.13151 0.039
C -5.18974 1.05182 0.13200 0.004
H -3.72266 3.29706 -2.14722 -0.001
C -1.04864 -2.97803 1.09966 0.123
H 0.28862 -3.09156 2.88309 -0.001
H -1.44679 3.99678 -0.05269 0.002
C 4.19600 0.07464 4.79245 0.000
O 2.70714 0.62987 -0.31366 0.006
C 2.03086 2.09168 2.46208 0.001
H -0.97984 -3.91193 0.56635 0.001
C 4.05417 0.90026 -3.47940 0.003
C 4.03011 -1.21860 4.31146 -0.001
C -1.19209 1.07681 3.39915 0.047
H 2.40909 -3.51217 3.39422 0.000
H -1.06542 1.69424 4.28839 0.001
H -3.62774 4.76279 -1.16362 0.000
C -2.70613 -2.78362 -2.83370 0.017
H 5.49884 0.55930 -5.02130 0.000
C 3.20295 -1.51277 3.23714 -0.002
C -2.29349 -2.14338 -3.97880 0.000
H 4.10496 -3.42871 2.97728 0.000
H 1.46918 1.88815 1.55363 -0.003
H -0.24115 -0.70537 -5.80638 0.000
C -3.97921 3.73105 -1.17837 0.003
H -5.85108 -1.08490 0.14510 0.000
H -6.07990 1.63595 0.28229 0.000
H -1.40050 -1.98457 5.02179 -0.001
S 1.98364 0.97722 -1.56596 0.018
N 0.74091 -0.06550 -1.72477 -0.051
H -5.06520 3.74263 -1.09379 0.000
C -1.68352 -0.96039 4.77948 0.004
C 4.07307 -1.03903 -4.93548 0.000
C 5.10294 0.34384 5.95880 0.000
C -0.87372 -1.22797 2.47996 0.037
O 0.54304 -2.22426 -2.55415 -0.004
Mo -0.97380 0.05862 -0.39819 1.952
H 0.29483 1.16949 -4.07524 0.000
H 3.66629 2.12080 4.48956 0.000
C -3.33623 2.92468 -0.04916 -0.053
N -1.75540 -0.91361 1.51505 -0.044
H -2.24375 1.11149 3.10846 0.000
C 2.36767 -0.83705 -3.29648 -0.005
H -3.62037 3.38567 0.90267 0.000
C -1.65076 0.29946 -4.49774 -0.011
N -2.51711 -1.96191 -1.79940 0.030
H 6.09748 -0.06666 5.78219 0.000
H 5.20359 1.41110 6.14587 0.000
H -1.46845 2.61962 -1.13266 0.004
H 2.50065 -2.50090 -4.63450 0.000
H -3.15905 -3.75021 -2.68976 0.001
N -1.96646 -0.78561 -2.23189 0.040
C -1.86868 -0.87516 -3.56677 -0.003
H -1.32005 2.40176 0.64535 -0.067
H 0.25567 -0.39352 4.05720 -0.001
```

2.
Computed, not measured: C34H44ClN4O5S3Ti as an isolated structure at a distorted geometry, with ωB97M-V with the def2-TZVPD basis set.

## Properties
Charge = +2
Energy relative to the best compared isomer or geometry (same formula, charge and spin) = 32.1 kcal per mole
⟨S²⟩ = 0.75
Highest occupied orbital energy (spin up / spin down) = -12.2 / -12.2 eV
Kohn-Sham gap (spin up / spin down) = 6.625 / 6.882 eV
Spin multiplicity = 2

Geometry as XYZ:
```
92
Properties=species:S:1:pos:R:3:mulliken_spin:R:1
H -5.23936 -5.61604 1.73053 0.000
H -0.22429 -3.63677 2.13249 0.001
O 1.03371 1.14028 1.16718 -0.001
N -4.95669 -3.55232 1.95849 0.000
C -4.65493 -4.91657 2.32994 0.000
C 0.85048 -3.71703 2.29418 0.001
O -1.05906 1.60876 1.00267 -0.009
H -0.38242 5.53876 5.31727 0.000
H 0.58949 2.95783 -1.61088 0.000
C 0.09842 1.96450 1.37767 -0.007
H 1.52135 -1.92492 -1.44856 -0.011
H -6.86397 -1.30524 0.94118 0.000
H 6.61825 0.97808 4.39832 0.000
H 0.32880 -4.12419 -0.32167 -0.002
H -1.82039 4.08289 0.79456 0.000
H -3.92011 5.34466 0.67036 0.000
H 3.77771 -7.21226 1.38047 0.000
N -0.53783 -1.57763 -1.40828 0.001
Cl -5.43384 6.64571 2.69021 0.000
C -1.66447 -0.95791 1.48182 -0.052
H -4.90078 -5.07217 3.38048 0.000
H -2.52506 -2.12550 -1.68592 -0.003
H -1.50103 0.10863 -3.51129 0.000
H 1.04135 -3.94396 3.34500 0.000
C 1.10232 -0.13136 -2.57038 -0.004
C -6.26054 -2.95110 2.26368 0.000
H 0.37052 4.07034 1.14924 0.000
H 2.95417 0.39153 2.28006 0.002
H 3.17942 -7.24008 -1.01577 0.000
C 0.75677 -1.55554 -2.12653 0.021
H 7.12918 -1.43354 4.18207 0.000
H -1.86855 2.55521 -2.91327 0.000
C 1.72280 -5.67677 -0.82347 0.000
H -4.32831 -0.70919 0.78765 0.001
H -3.16477 -0.42949 -3.26278 0.000
C 0.11609 2.10684 -2.09957 -0.001
H 1.48372 1.08932 -0.97971 -0.002
H -6.42878 -2.97527 3.34051 0.000
C -3.91695 5.82011 2.75710 0.000
S 1.46626 -1.97842 2.13381 0.013
C -2.18777 -0.33330 -2.79372 -0.004
C -1.42066 2.26320 -1.96539 0.004
C -2.03341 5.02589 4.04814 0.000
C 3.23707 -2.31142 1.82324 -0.002
H 5.55026 -2.92999 3.03083 0.000
H -0.97839 3.90228 5.54195 0.000
O 0.96575 -1.51579 0.74514 0.000
S -2.33180 0.80939 -1.37420 -0.017
C 2.69553 -6.54320 -0.34502 0.000
C 1.47893 -4.71997 1.38007 -0.001
H -3.63096 6.19608 4.84387 0.000
H 4.51896 1.87889 3.45906 0.000
H 0.73366 -2.21172 -3.00017 -0.001
C 5.32678 -1.87273 3.11732 -0.001
C 0.42190 3.33237 1.96306 0.001
H 3.44030 -3.34108 2.10623 0.000
S -2.54760 -3.01773 0.87441 -0.009
H -3.59788 -5.11352 2.17676 0.000
C -2.19978 4.55190 1.68698 0.000
O -2.11431 -0.64278 2.49529 0.054
H 3.34136 -2.21785 0.74092 0.002
C 3.03905 -6.52053 0.99861 0.000
C 5.92603 0.31995 3.89067 0.000
C 1.11796 -4.77424 0.03550 -0.001
C 2.43336 -5.61490 1.85695 0.000
H -7.05879 -3.51225 1.77773 0.000
C -1.72456 -1.68738 -2.27993 0.008
C 4.15232 -1.36962 2.56952 -0.001
H -6.21739 -0.76431 2.49671 0.000
H -1.52471 -2.34864 -3.12736 0.000
H 0.37072 2.17876 -3.15675 0.000
C 4.74981 0.82640 3.35758 0.000
H 1.42547 -5.72408 -1.86328 0.000
H 2.69799 -5.62143 2.90871 0.000
C -1.53077 4.42233 2.89195 0.000
C -3.23068 5.71872 3.95900 0.000
C 6.21443 -1.03008 3.76965 0.000
H -0.53220 -2.40810 -0.82026 0.000
C -1.28736 4.92901 5.34753 0.000
H -1.90540 5.27637 6.17198 0.000
H 0.60600 0.09643 -3.51152 -0.002
C -3.39609 5.25117 1.61167 0.000
O -0.35125 3.71774 3.06062 0.001
H 2.17535 -0.06893 -2.75446 0.000
H -1.67713 3.02947 -1.23641 -0.001
Ti -0.37046 -0.08441 0.18201 0.999
N -4.77876 -1.52845 1.15035 0.000
N 0.67305 0.85202 -1.54531 0.018
C -4.15529 -2.69114 1.35494 0.002
H 1.45198 3.27451 2.31008 0.000
C 3.86765 -0.01282 2.69490 -0.002
C -6.13065 -1.51936 1.71680 0.000
```

no.,total energy (Eh)
1,-2689.48302
2,-4421.06407